Entry 1:
11
Properties=species:S:1:pos:R:3:forces:R:3 method="wB97M-V/def2-TZVPD" e_lumo_ev=0.98 e_homo_ha=-0.339 multiplicity=1 gap_ha=0.3750 smiles="NCNC=O"
N 0.21547 1.46311 0.44153 -2.06 4.39 -5.57
C 0.75653 0.21816 0.28968 2.24 -0.16 0.30
N -0.03762 -0.96441 0.27384 -1.72 -0.17 1.30
C -1.08707 -1.06413 -0.62702 4.53 3.56 -3.48
O -1.03664 -0.36937 -1.66847 -1.56 -1.50 2.50
H -0.20906 1.85876 1.21231 -0.66 -0.07 2.20
H -0.20380 2.05493 -0.44843 1.57 -2.71 2.83
H 1.31767 0.13545 -0.65366 0.57 0.84 0.43
H 1.38021 0.12097 1.21428 0.19 -0.46 -1.00
H 0.65467 -1.67828 0.30614 -0.40 -1.51 0.31
H -1.75036 -1.77520 -0.34020 -2.69 -2.21 0.19

***

Entry 2:
20
Properties=species:S:1:pos:R:3:forces:R:3 method="wB97M-V/def2-TZVPD" e_lumo_ev=0.57 e_homo_ha=-0.327 multiplicity=1 gap_ha=0.3476 smiles=C1CCNC1.O.O
C 0.14290 0.25072 -0.79718 -1.42 -3.03 1.36
C -0.12730 0.87376 0.57952 0.26 0.53 -0.48
C -1.66925 0.96397 0.69224 -0.46 -0.13 0.79
N -2.26604 -0.13984 -0.21912 0.89 2.18 1.09
C -1.34254 -0.24203 -1.34498 1.91 2.99 0.23
H 0.64137 -0.72479 -0.57328 0.27 1.08 -0.71
H 0.75642 0.96098 -1.33078 -0.40 -0.21 -1.07
H 0.41932 0.40910 1.40342 -0.64 -0.76 -0.02
H 0.41031 1.81867 0.54168 -0.68 0.76 0.21
H -1.98375 0.88764 1.81306 0.11 -0.09 -2.17
H -1.98815 1.97172 0.31071 0.05 -1.01 0.30
H -2.43816 -0.94028 0.36144 0.39 -0.60 -0.30
H -1.26549 -1.15918 -1.87096 -0.16 -1.17 0.08
H -1.57366 0.50623 -2.13247 -0.52 -0.31 0.50
O 1.28783 -2.19765 0.96679 1.85 2.33 -2.51
H 0.54890 -2.67642 1.16529 -2.67 -2.07 1.28
H 1.95096 -2.23451 1.61854 0.85 -0.41 1.34
O 3.21226 0.39636 -0.51879 -0.20 0.50 2.14
H 2.46164 0.65200 -1.03585 -0.43 -0.04 -1.03
H 2.82244 0.62355 0.37074 1.00 -0.53 -1.03

***

Entry 3:
12
Properties=species:S:1:pos:R:3:forces:R:3 method="wB97M-V/def2-TZVPD" e_lumo_ev=0.48 e_homo_ha=-0.309 multiplicity=1 gap_ha=0.3268 smiles="CC1=C(O)N1C=O"
C 1.88646 0.13442 0.23161 0.03 -0.01 -0.02
C 0.47704 -0.26653 0.33089 -0.05 -0.23 0.00
C -0.60915 -0.90846 0.48805 0.34 0.05 -0.08
O -1.35431 -1.99080 0.66799 -0.05 0.18 0.04
N -0.88711 0.51276 0.37740 -0.16 0.16 -0.06
C -1.24591 1.00935 -0.89938 0.19 0.07 -0.35
O -0.49169 1.11015 -1.83716 -0.33 -0.05 0.47
H 2.05821 0.65800 -0.71307 -0.01 -0.08 0.14
H 2.15472 0.80271 1.05754 -0.05 -0.09 -0.10
H 2.52965 -0.74883 0.27155 -0.10 0.11 0.01
H -2.23545 -1.70458 0.95053 0.09 -0.06 -0.03
H -2.28246 1.39181 -0.92596 0.09 -0.05 -0.03

***

Entry 4:
54
Properties=species:S:1:pos:R:3:forces:R:3 method="wB97M-V/def2-TZVPD" e_lumo_ev=-6.68 total_charge=+2 e_homo_ha=-0.521 multiplicity=1 gap_ha=0.2760
Al -0.04729 -0.47533 -0.33869 0.03 0.01 -0.13
N 0.34197 -2.36549 -4.09222 -0.01 -0.02 0.01
C 0.15208 -1.45616 -3.15994 -0.01 0.01 -0.02
N -0.01563 -1.74659 -1.88795 0.07 -0.03 0.09
C -0.03082 -3.08296 -1.48496 -0.02 -0.03 0.09
N -0.30673 -3.37991 -0.24794 -0.01 0.08 -0.07
N -0.56405 -2.22284 0.44114 0.01 -0.08 -0.06
C -1.10125 -2.23957 1.59341 -0.01 0.02 0.02
C -1.39254 -0.90624 2.13521 0.00 -0.02 -0.01
C -2.00513 -0.69786 3.34765 0.00 0.01 0.01
C -2.28820 0.61257 3.73052 0.00 0.00 0.01
C -1.94980 1.64827 2.88348 0.00 0.00 0.00
C -1.32739 1.36221 1.67412 0.01 -0.02 -0.01
N -1.05026 0.11062 1.30623 0.02 0.01 0.06
C 0.23398 -4.11747 -2.46491 0.00 0.01 0.01
C 0.29036 -5.47428 -2.13173 0.00 0.00 0.00
C 0.52349 -6.40884 -3.11621 0.00 0.00 0.00
C 0.69825 -6.00680 -4.44306 0.00 -0.01 0.00
C 0.64336 -4.67225 -4.79223 0.00 0.01 0.00
C 0.41204 -3.73576 -3.79425 -0.01 0.01 -0.02
H 0.44439 -2.06428 -5.05155 0.00 0.00 0.00
H 0.12514 -0.41696 -3.46112 0.01 -0.01 0.01
H -1.35955 -3.15793 2.10984 0.00 -0.01 -0.01
H -2.26532 -1.53826 3.97620 0.00 0.00 0.00
H -2.77549 0.80946 4.67590 0.00 0.00 0.00
H -2.16530 2.67590 3.13753 0.00 0.00 0.00
H -1.05300 2.13774 0.97094 -0.01 0.00 0.01
H 0.14453 -5.76782 -1.10196 0.00 0.00 0.00
H 0.56669 -7.45899 -2.86443 0.00 0.00 0.00
H 0.87667 -6.74845 -5.20951 0.00 0.00 0.00
H 0.77513 -4.36070 -5.82068 0.00 0.00 0.00
Cl -0.43769 2.02852 -4.22984 -0.01 0.03 -0.04
C 0.61268 2.51332 -2.88627 0.01 0.03 0.02
Cl 0.98230 4.21501 -2.98747 -0.02 -0.01 -0.01
Cl 2.13224 1.57148 -2.94725 -0.02 -0.01 0.00
C -0.13039 2.16638 -1.56193 0.12 -0.06 0.02
O -0.46457 3.03273 -0.79995 -0.03 0.02 -0.03
O -0.32404 0.88532 -1.43013 -0.11 0.03 0.00
C 4.24577 -1.12200 0.73130 0.00 0.01 -0.01
N 3.71327 0.24639 0.75234 0.00 0.00 0.00
C 4.50208 1.31547 1.06954 0.00 0.01 -0.01
C 4.01719 2.57315 1.07891 0.00 -0.01 0.01
C 2.64162 2.74026 0.74413 0.01 0.04 -0.06
N 1.86992 1.67542 0.48201 0.02 -0.02 0.02
C 2.40496 0.47483 0.46518 -0.02 0.01 0.06
O 1.68248 -0.55369 0.17164 -0.01 0.01 0.00
N 2.07214 3.93489 0.66548 0.00 -0.01 0.02
H 5.31584 -1.07412 0.90751 0.00 0.00 0.01
H 4.05557 -1.57481 -0.23784 0.00 0.00 0.00
H 3.77245 -1.71825 1.50765 0.00 0.00 0.00
H 5.53295 1.08748 1.29962 0.00 0.00 0.00
H 4.65507 3.41118 1.31414 0.00 0.00 0.01
H 2.60436 4.77652 0.80654 0.00 0.00 0.01
H 1.12472 4.00461 0.31659 0.00 0.00 -0.01

***

Entry 5:
71
Properties=species:S:1:pos:R:3:forces:R:3 method="wB97M-V/def2-TZVPD" e_lumo_ev=0.42 e_homo_ha=-0.309 multiplicity=1 gap_ha=0.3241 smiles="Cn1c(=O)cc(OCCCC(=O)NCCCN2CCN(Cc3ccccc3)CC2)c2ccccc21"
C 3.61049 -0.14888 -0.47664 0.22 -0.23 0.12
N 2.38837 0.06940 -1.22063 0.09 -0.30 0.07
C 1.69524 -1.06064 -1.64020 0.15 0.15 0.11
O 2.10278 -2.17738 -1.33940 -0.02 -0.23 -0.14
C 0.50057 -0.84075 -2.40312 -0.58 0.07 -0.37
C 0.03287 0.40030 -2.69281 0.18 -0.27 0.04
O -1.06318 0.70716 -3.40723 0.41 0.27 0.41
C -1.91573 -0.29704 -3.94106 -0.59 -0.41 -0.25
C -3.14785 -0.52585 -3.06411 0.43 0.01 0.07
C -2.81300 -1.13653 -1.70607 -0.12 -0.06 -0.43
C -2.31156 -2.57650 -1.83726 -0.17 0.43 0.55
O -2.41485 -3.21974 -2.86584 -0.04 -0.17 -0.48
N -1.79062 -3.05731 -0.70030 0.09 -0.09 0.14
C -1.23451 -4.38517 -0.56925 0.12 -0.24 -0.14
C 0.04696 -4.35068 0.26139 -0.26 0.06 0.16
C -0.20589 -3.83605 1.68308 0.17 -0.19 -0.14
N -0.56161 -2.42187 1.68566 0.02 0.06 0.32
C -1.36944 -1.99755 2.81239 -0.24 0.18 0.02
C -1.85554 -0.57131 2.56146 0.02 -0.17 0.24
N -0.72715 0.32551 2.40284 -0.11 0.04 -0.02
C -1.15127 1.70016 2.21020 -0.11 -0.07 0.08
C 0.00367 2.66279 2.26933 -0.01 0.10 -0.06
C 1.05063 2.44673 3.15726 0.00 0.00 0.01
C 2.10323 3.34012 3.23105 0.06 -0.02 0.06
C 2.11225 4.47174 2.43225 0.06 0.12 -0.03
C 1.06787 4.69862 1.55366 0.01 0.10 0.07
C 0.02510 3.79311 1.46506 -0.06 -0.07 0.08
C 0.11870 -0.12787 1.31553 0.28 -0.17 0.05
C 0.59346 -1.54813 1.58873 0.05 0.27 -0.26
C 0.76484 1.55134 -2.20903 0.04 0.16 0.06
C 0.32378 2.85373 -2.46279 0.03 -0.11 0.02
C 1.03729 3.93958 -2.01536 0.00 0.10 -0.03
C 2.20970 3.73734 -1.29506 -0.04 -0.07 -0.12
C 2.65728 2.46537 -1.02177 0.11 -0.07 0.05
C 1.94960 1.34370 -1.47487 -0.41 0.46 -0.25
H 3.52912 0.25468 0.53408 0.03 0.06 0.01
H 4.45995 0.30419 -0.98912 -0.01 0.05 0.04
H 3.75785 -1.22744 -0.42249 0.02 0.21 0.03
H 0.00256 -1.74408 -2.71489 -0.04 -0.06 -0.06
H -2.23567 0.09539 -4.91157 0.11 -0.09 0.12
H -1.38706 -1.23671 -4.10434 0.03 0.10 -0.02
H -3.66102 0.42737 -2.92149 -0.03 -0.01 -0.04
H -3.80882 -1.20716 -3.60110 -0.02 0.05 -0.04
H -3.71530 -1.15904 -1.08902 0.06 0.02 0.07
H -2.06646 -0.53337 -1.18529 -0.04 -0.02 0.10
H -1.61248 -2.46863 0.11238 -0.08 0.16 -0.20
H -1.03971 -4.77127 -1.57330 -0.05 -0.01 0.13
H -1.97258 -5.04148 -0.08785 0.09 -0.06 -0.09
H 0.44897 -5.36259 0.32520 0.04 -0.04 -0.01
H 0.78592 -3.72787 -0.24367 0.06 -0.04 -0.02
H 0.68210 -4.02209 2.30801 -0.08 0.01 0.06
H -1.04077 -4.39497 2.11614 0.03 0.00 0.05
H -0.79946 -2.02286 3.75661 -0.04 -0.04 -0.02
H -2.23340 -2.66021 2.90810 0.04 0.01 0.01
H -2.50246 -0.56738 1.66372 0.00 0.00 0.04
H -2.45046 -0.23461 3.41449 -0.03 0.00 -0.06
H -1.69033 1.82929 1.25244 0.01 0.01 0.07
H -1.85044 1.94567 3.01846 -0.03 -0.03 -0.11
H 1.02873 1.56671 3.78181 0.02 -0.11 0.06
H 2.91573 3.15895 3.91994 0.06 -0.01 0.06
H 2.92956 5.17499 2.49761 0.07 0.06 0.00
H 1.06220 5.58343 0.93465 0.02 0.08 -0.08
H -0.78118 3.96943 0.76720 -0.08 -0.02 -0.10
H -0.42098 -0.10489 0.34966 0.04 0.02 0.02
H 0.97273 0.54780 1.23942 0.02 -0.05 -0.07
H 1.17709 -1.55926 2.52546 -0.01 -0.04 -0.02
H 1.23290 -1.88972 0.77767 0.04 0.00 0.00
H -0.58732 2.98156 -3.02549 -0.06 0.03 -0.04
H 0.69329 4.94123 -2.22210 -0.05 0.09 -0.03
H 2.78079 4.58361 -0.94503 0.05 0.06 0.06
H 3.56390 2.34389 -0.45341 0.08 -0.05 0.06

***

Entry 6:
11
Properties=species:S:1:pos:R:3:forces:R:3 method="wB97M-V/def2-TZVPD" e_lumo_ev="-0.19 / -0.77" e_homo_ha="-0.319 / -0.302" multiplicity=1 gap_ha="0.3125 / 0.2735"
C -0.29078 -0.84334 0.27375 -1.39 5.30 -0.42
C -0.91450 1.00422 0.36849 3.99 -4.14 -3.73
C 1.06028 -1.05043 -0.27614 0.32 0.04 1.71
O -2.02506 1.35673 0.88048 -1.21 -0.52 1.55
O 1.30844 -0.67285 -1.54854 -2.32 2.61 -0.44
Cl 2.33357 -0.14690 0.89387 -0.26 -0.11 -0.28
H -0.36371 -1.29131 1.22181 -0.55 -0.52 1.22
H -0.54639 1.55375 -0.62036 -0.91 -0.72 2.06
H 1.35594 -2.06922 0.01509 0.03 0.18 -0.92
H -2.56580 2.01483 0.44752 0.06 0.46 -0.58
H 0.64801 0.14451 -1.65598 2.22 -2.58 -0.18

***

Entry 7:
9
Properties=species:S:1:pos:R:3:forces:R:3 method="wB97M-V/def2-TZVPD" e_lumo_ev=0.46 e_homo_ha=-0.332 multiplicity=1 gap_ha=0.3485 smiles="N[SiH]=S.O"
N -1.25067 -0.26209 0.48870 -0.51 0.18 0.66
Si -0.48304 -1.03900 -0.79279 0.25 -0.42 0.54
S 1.21840 -1.98652 -1.02375 -0.28 0.60 0.20
H -2.29425 -0.19592 0.47425 1.61 0.12 0.14
H -0.77436 0.08803 1.33443 -0.61 -0.33 -0.81
H -1.55812 -1.08895 -1.74044 -0.48 -0.08 -0.74
O 1.30382 1.40623 0.45737 0.35 2.17 1.28
H 1.96701 0.92829 0.00290 0.90 -1.42 -1.01
H 1.87121 2.14993 0.79933 -1.22 -0.82 -0.26

***

Entry 8:
63
Properties=species:S:1:pos:R:3:forces:R:3 method="wB97M-V/def2-TZVPD" e_lumo_ev=-11.31 total_charge=+3 e_homo_ha=-0.590 multiplicity=1 gap_ha=0.1739
Ti 0.01718 -0.57749 -0.48220 0.82 0.03 1.29
C -2.64487 -2.86499 -3.27404 0.14 -0.04 -0.19
C -2.85170 -2.10724 -1.97945 0.38 0.05 0.44
O -4.16480 -2.14508 -1.48316 -0.27 -0.09 0.17
P -2.57270 -0.29462 -2.08867 -1.51 0.32 -0.94
O -3.49500 0.43465 -1.07238 0.39 0.04 -0.28
O -2.94013 0.27764 -3.48887 -0.11 0.03 0.66
O -1.15751 0.11865 -1.70022 -0.32 0.64 -0.72
P -1.71107 -2.71245 -0.64556 -1.67 -0.46 0.94
O -1.92998 -1.51261 0.51355 0.73 -0.59 -1.13
O -1.95544 -4.02837 -0.09551 -0.06 -0.13 -0.39
O -0.29222 -2.25390 -1.08633 0.26 -0.46 -0.36
H -3.35205 -2.54533 -4.04159 0.01 0.05 0.07
H -2.81309 -3.92882 -3.09000 0.07 0.01 -0.03
H -1.62228 -2.73783 -3.63524 0.01 -0.11 -0.10
H -4.50634 -3.05427 -1.47027 0.01 0.04 -0.08
H -4.44675 0.35225 -1.21568 -0.41 -0.05 0.03
H -2.59222 -0.06986 -4.31346 0.11 -0.22 -0.40
H -2.57971 -1.80742 1.17342 0.12 0.26 0.24
Br 2.17364 -5.89621 4.60679 -0.11 0.44 -0.35
C 1.92443 -4.43284 3.44510 -0.05 -0.08 0.02
C 2.53433 -3.20453 3.72913 -0.07 -0.40 0.03
C 2.40947 -2.15143 2.85399 -0.34 0.26 -0.44
C 1.62846 -2.27432 1.68503 -0.14 -1.38 1.17
C 0.96890 -3.49412 1.44777 0.18 0.55 -0.27
C 1.13565 -4.56321 2.29753 0.17 -0.15 0.46
N 1.58673 -1.27328 0.70927 1.73 1.14 -0.47
C 2.68029 -0.59971 0.46645 -0.42 -0.84 0.52
C 2.69255 0.35443 -0.60746 0.72 0.94 -0.68
C 3.83781 1.07669 -0.96960 -0.73 -0.71 0.61
C 3.78724 1.92571 -2.06040 -0.52 0.09 -0.35
C 2.59710 2.01629 -2.78087 0.31 -0.12 0.25
C 1.50159 1.26872 -2.38152 -0.32 0.28 -0.41
N 1.52702 0.46039 -1.31045 0.87 0.25 -0.09
H 3.10948 -3.09291 4.63603 0.06 0.02 0.03
H 2.88801 -1.21472 3.10132 0.06 0.14 0.01
H 0.40611 -3.63872 0.53777 0.13 -0.12 0.19
H 0.67029 -5.50877 2.06550 -0.05 -0.07 0.01
H 3.61007 -0.80884 0.99633 -0.17 -0.04 -0.03
H 4.74747 0.95747 -0.40024 0.05 -0.04 0.09
H 4.65628 2.49748 -2.35050 0.06 0.05 -0.05
H 2.53388 2.65567 -3.64710 -0.12 0.02 -0.09
H 0.56736 1.31903 -2.93611 0.20 0.01 0.18
C -2.11258 1.31689 1.95643 0.06 -0.36 -0.24
P -0.42246 1.20500 1.25082 -0.44 1.59 1.40
C 0.61292 1.14657 2.76361 0.01 -0.31 -0.36
C -0.18728 2.87163 0.53219 0.06 -0.50 -0.32
C -0.80734 3.12743 -0.69340 -0.08 -0.09 0.05
C -0.78760 4.40056 -1.23423 -0.03 -0.02 -0.02
C -0.14127 5.42882 -0.56177 0.00 -0.10 -0.02
C 0.49864 5.17422 0.64032 0.01 0.04 0.03
C 0.48136 3.90198 1.19124 0.02 -0.23 0.06
H -2.19961 2.26582 2.49237 0.14 -0.07 -0.08
H -2.28620 0.49852 2.65703 0.00 0.00 -0.02
H -2.86150 1.28728 1.16501 0.05 0.03 0.06
H 0.27522 1.91130 3.46643 -0.05 -0.01 -0.13
H 1.66452 1.31652 2.52666 -0.04 -0.01 0.03
H 0.49861 0.16925 3.23875 0.03 0.05 -0.02
H -1.33312 2.32728 -1.20253 -0.01 0.25 0.00
H -1.28835 4.59826 -2.16961 -0.06 0.03 -0.08
H -0.14322 6.42520 -0.97439 0.03 0.11 -0.04
H 1.00418 5.97377 1.16040 0.03 0.04 0.06
H 0.97163 3.73252 2.13656 0.07 0.00 0.13